# 1
A structure of composition C24H57N4NbO6PS2 in a non-equilibrium geometry, computed with the ωB97M-V functional and the def2-TZVPD basis.

Results
Charge: -1
Max |F|, eV/A: 5.7
HOMO level, eV: -3.52

Geometry as XYZ:
```
95
C24H57N4NbO6PS2 (the ωB97M-V functional and the def2-TZVPD basis)
C -4.178 3.340 -0.331
C -3.148 2.927 -1.549
C -1.672 3.665 -1.422
C -0.744 2.952 -0.227
N 0.170 1.984 -0.944
Nb 1.292 0.726 0.389
O 2.494 -0.560 1.583
C -0.529 0.092 1.600
C -1.764 -0.536 0.724
C -1.813 -2.170 0.992
C -3.049 -2.653 1.957
N -4.399 -2.076 1.589
C -4.883 -2.535 0.230
N -4.460 -3.657 -0.449
N -5.963 -1.656 -0.430
C 1.821 2.453 1.811
O 2.606 1.973 2.960
C 1.807 1.901 4.193
C 2.002 0.489 5.022
P 0.836 -1.211 -1.284
C 2.393 -2.292 -1.520
C 2.057 -3.753 -0.797
C 0.594 -0.303 -2.991
C 0.274 -1.446 -4.168
H -3.646 3.155 0.721
H -4.445 4.485 -0.356
H -5.110 2.625 -0.376
H -3.079 1.743 -1.547
H -3.695 3.208 -2.572
H -1.121 3.440 -2.457
H -1.728 4.830 -1.324
H -0.194 3.814 0.342
H -1.513 2.463 0.508
H 0.791 2.452 -1.642
H 2.803 1.182 -0.562
H 2.039 -1.445 1.698
H -0.952 1.077 2.119
H -0.241 -0.631 2.497
H -1.752 -0.252 -0.417
H -2.761 -0.049 1.163
H -1.896 -2.776 -0.010
H -0.811 -2.491 1.514
H -2.846 -2.341 3.089
H -3.128 -3.842 1.946
H -5.115 -2.207 2.339
H -5.014 -3.653 -1.354
H -5.469 -0.876 -0.955
H -6.461 -1.221 0.378
H 0.866 3.067 2.094
H 2.509 3.187 1.167
H 0.645 2.032 4.000
H 2.161 2.762 4.933
H 2.746 -0.259 4.508
H 0.961 -0.053 5.182
H 2.422 0.694 6.110
H 2.526 -2.472 -2.687
H 3.378 -1.794 -1.131
H 0.972 -4.045 -1.132
H 2.866 -4.581 -1.074
H 2.026 -3.582 0.365
H -0.384 0.377 -2.967
H 1.573 0.305 -3.214
H -0.108 -2.408 -3.623
H 1.225 -1.606 -4.839
H -0.634 -1.032 -4.823
C 6.709 2.246 5.870
C 7.593 1.696 6.987
C 6.673 1.072 8.035
S 5.209 0.541 7.162
O 4.085 1.329 7.624
O 5.176 -0.908 7.122
C 5.703 1.147 5.561
H 7.293 2.517 4.985
H 6.187 3.145 6.220
H 8.261 0.928 6.579
H 8.222 2.477 7.428
H 7.141 0.211 8.519
H 6.371 1.805 8.789
H 4.831 1.505 5.011
H 6.176 0.321 5.021
C -2.457 -1.597 -8.749
C -3.948 -1.261 -8.737
C -4.489 -1.627 -7.356
S -3.116 -1.471 -6.224
O -2.797 -2.784 -5.704
O -3.337 -0.328 -5.361
C -1.898 -1.038 -7.450
H -1.952 -1.171 -9.621
H -2.324 -2.685 -8.779
H -4.080 -0.186 -8.912
H -4.489 -1.791 -9.527
H -5.293 -0.953 -7.048
H -4.838 -2.662 -7.325
H -0.929 -1.464 -7.181
H -1.833 0.053 -7.486
```



# 2
A structure of composition C24H58P2Si4W in a non-equilibrium geometry, computed with the ωB97M-V functional and the def2-TZVPD basis.

Results
Charge: +2
Max |F|, eV/A: 3.1
HOMO level (spin up / spin down), eV: -13.24 / -13.21
Spin multiplicity: 3

Geometry as XYZ:
```
89
C24H58P2Si4W (the ωB97M-V functional and the def2-TZVPD basis)
P 1.183 -3.915 -2.720
P -1.470 -4.014 -0.589
C 0.313 -5.501 -2.234
C -1.172 -5.326 -1.879
H 0.872 -5.930 -1.385
H 0.421 -6.183 -3.091
H -1.759 -5.054 -2.767
H -1.575 -6.262 -1.473
C -0.960 -5.039 0.849
H -1.140 -4.478 1.772
H 0.105 -5.295 0.799
H -1.555 -5.959 0.860
C -3.283 -4.119 -0.450
H -3.580 -5.106 -0.072
H -3.739 -3.941 -1.429
H -3.617 -3.343 0.248
C 2.774 -4.650 -3.218
H 3.419 -3.859 -3.612
H 2.602 -5.410 -3.993
H 3.258 -5.110 -2.349
C 0.383 -3.785 -4.372
H -0.694 -3.594 -4.289
H 0.546 -4.722 -4.917
H 0.843 -2.955 -4.919
W 0.895 0.427 -0.650
C -1.039 -0.420 -0.224
C -0.075 -1.155 0.540
C 0.910 -2.209 0.141
C 2.255 -1.693 -0.396
C 2.140 -1.167 -1.783
C 0.963 -0.766 -2.479
C -0.428 -1.343 -2.462
C -1.458 -0.566 -1.637
C 1.125 1.956 -2.014
H -1.713 0.180 0.376
H -0.138 -0.985 1.616
H 0.516 -2.916 -0.620
H 1.108 -2.859 1.013
H 2.690 -0.947 0.298
H 2.991 -2.507 -0.389
H 3.085 -0.896 -2.269
H 1.176 -0.218 -3.405
H -0.458 -2.386 -2.089
H -0.786 -1.398 -3.510
H -1.678 0.409 -2.097
H -2.428 -1.102 -1.677
H 1.079 2.993 -1.686
H 0.474 1.796 -2.877
H 2.155 1.699 -2.301
C 2.614 2.306 3.533
Si 1.987 3.355 2.098
C 1.651 5.099 2.746
C 3.293 3.479 0.744
Si 0.219 2.178 1.088
Si -1.143 1.807 3.015
C -1.256 3.164 4.331
C -2.900 1.551 2.351
C -0.529 0.285 3.953
Si -1.027 3.949 0.123
C -1.950 5.048 1.344
C 0.100 5.132 -0.844
C -2.283 3.164 -1.052
H 3.515 2.802 3.928
H 2.896 1.297 3.203
H 1.891 2.211 4.355
H 2.627 5.512 3.047
H 1.223 5.773 1.993
H 1.001 5.106 3.629
H 3.829 2.527 0.634
H 2.891 3.757 -0.237
H 4.019 4.247 1.047
H -1.725 4.085 3.967
H -1.895 2.755 5.131
H -0.284 3.414 4.776
H -2.981 0.722 1.639
H -3.524 1.306 3.223
H -3.318 2.450 1.880
H -0.985 -0.633 3.566
H 0.562 0.174 3.936
H -0.842 0.395 5.003
H -1.285 5.524 2.075
H -2.417 5.847 0.747
H -2.748 4.534 1.889
H 0.279 4.797 -1.872
H -0.441 6.093 -0.904
H 1.067 5.328 -0.362
H -1.811 2.704 -1.929
H -2.914 2.410 -0.569
H -2.939 3.971 -1.414
```



Calculated E, -2813.4080 -2856.2609 Ha (same order as the records).